# 1
This record from the Open Molecules 2025 dataset describes C27H29AlBr5ClCsFLiO15S as an isolated structure at a distorted geometry. The level of theory is the ωB97M-V functional and the def2-TZVPD basis.

Each line ends with the Löwdin charge.
Element x y z (Å)
C: -2.732 -4.041 -2.854  0.027
C: -2.922 -2.673 -3.372  -0.742
O: -3.559 -1.870 -2.721  -0.118
O: -2.356 -2.426 -4.561  -0.082
C: -2.306 -1.049 -4.927  -0.182
C: -1.334 -0.226 -4.077  -0.130
C: 0.178 -0.279 -4.491  -0.120
C: 1.024 -0.323 -3.234  -0.173
C: 0.997 0.796 -2.447  -0.041
C: 1.856 0.805 -1.197  -0.175
C: 2.600 -0.266 -0.819  -0.082
C: 2.581 -1.374 -1.668  0.059
C: 1.839 -1.442 -2.847  -0.183
C: 1.991 -2.697 -3.668  -0.645
Br: 3.077 -2.318 -5.268  0.716
C: 0.654 -3.474 -3.957  -0.684
C: 0.851 -4.926 -3.438  -0.147
Br: 0.254 -3.701 -5.874  0.730
C: 3.404 -0.143 0.511  -0.226
O: 4.465 -0.667 0.641  0.172
C: 2.774 0.725 1.663  -0.097
C: 2.918 0.472 3.038  0.015
C: 2.298 1.282 3.993  -0.006
C: 1.470 2.391 3.687  -0.032
C: 1.311 2.693 2.363  -0.095
C: 2.008 1.825 1.349  -0.271
C: 1.921 2.115 -0.251  -0.841
O: 1.939 3.277 -0.733  -0.310
H: -2.117 -4.645 -3.520  0.084
H: -3.726 -4.497 -2.797  0.080
H: -2.240 -4.025 -1.880  0.113
H: -3.286 -0.576 -4.856  0.096
H: -2.033 -0.974 -5.981  0.136
H: -1.420 -0.539 -3.035  0.111
H: -1.674 0.812 -4.134  0.120
H: 0.392 0.684 -4.964  0.127
H: 0.430 -1.042 -5.223  0.049
H: 0.338 1.690 -2.767  0.117
H: 3.182 -2.237 -1.401  0.137
H: 2.621 -3.370 -3.092  0.070
H: -0.200 -3.061 -3.430  0.073
H: 0.703 -5.000 -2.361  0.090
H: 0.132 -5.548 -3.971  0.054
H: 1.828 -5.298 -3.752  0.081
H: 3.537 -0.365 3.336  0.130
H: 2.442 1.063 5.045  0.124
H: 0.966 2.998 4.428  0.123
H: 0.674 3.596 2.028  0.106
Cs: -0.213 2.341 -0.217  1.849
C: 0.781 7.262 0.956  -0.782
O: 1.589 7.029 1.902  0.030
O: 1.349 7.940 -0.113  0.079
O: -0.407 6.953 0.880  0.028
H: 2.247 8.024 0.247  0.101
C: -6.740 -3.105 -5.225  -1.669
Br: -6.584 -2.812 -7.124  0.603
Br: -5.276 -2.445 -4.173  1.013
Br: -8.473 -2.585 -4.560  0.581
H: -6.646 -4.200 -5.048  -0.227
Li: 3.689 3.357 0.930  0.703
O: -0.199 5.817 3.691  -0.082
H: -0.240 6.206 2.793  -0.075
Al: -7.735 -5.825 -5.039  0.962
Cl: 4.569 3.442 -1.851  -0.478
C: 2.227 4.675 7.339  -0.048
O: 2.023 3.427 7.999  -0.022
C: 1.859 3.537 9.333  -0.617
O: 1.878 4.546 9.968  0.131
O: 1.684 2.311 9.832  -0.006
C: 1.503 2.316 11.256  -0.049
H: 2.345 4.455 6.279  0.074
H: 1.366 5.326 7.467  0.100
H: 3.130 5.166 7.698  0.100
H: 0.613 2.882 11.525  0.097
H: 2.375 2.739 11.754  0.070
H: 1.372 1.279 11.561  0.084
F: 3.030 4.802 12.103  -0.489
O: -5.101 -7.351 -1.466  -0.347
S: -4.973 -7.407 -2.938  0.208
O: -3.544 -7.297 -3.305  -0.359
O: -5.731 -6.266 -3.552  -0.557
O: -5.519 -8.689 -3.421  -0.366

Atoms 1-6, force components in eV/Å:
C 0.45 -0.79 -0.73
C 1.04 -0.63 1.03
O 1.07 1.30 0.34
O 0.33 0.43 0.34
C -0.05 1.09 -0.28
C 0.35 -0.47 -0.28

Gap between HOMO and LUMO   0.85 eV
Calculated total energy   -442805.863 eV
Charge   -1
HOMO   -0.1907 Ha
LUMO   -4.34 eV

***

# 2
This record from the Open Molecules 2025 dataset describes C27H29AsCuNSi as an isolated structure. The level of theory is the ωB97M-V functional and the def2-TZVPD basis.

Each line ends with the Löwdin charge.
Element x y z (Å)
Cu: 0.573 -0.872 -0.091  0.253
C: 2.125 1.316 1.403  -0.186
Si: 2.328 -0.336 2.290  0.372
C: 1.449 -0.186 3.970  -0.177
C: 4.165 -0.632 2.590  -0.174
N: 1.641 -1.538 1.260  -0.203
C: 1.602 -2.894 1.531  -0.382
C: 1.215 -3.813 0.542  -0.073
C: 1.148 -5.172 0.791  -0.112
C: 1.477 -5.684 2.039  -0.126
C: 1.874 -4.796 3.029  -0.105
C: 1.934 -3.435 2.786  -0.059
H: 2.614 2.107 1.977  0.032
H: 1.073 1.600 1.300  0.008
H: 2.571 1.304 0.405  0.023
H: 1.298 0.862 4.238  0.020
H: 2.013 -0.652 4.779  0.020
H: 0.467 -0.662 3.931  0.022
H: 4.594 0.188 3.174  0.026
H: 4.700 -0.682 1.640  0.027
H: 4.356 -1.559 3.130  0.020
H: 0.981 -3.443 -0.453  0.078
H: 0.843 -5.839 -0.007  0.096
H: 1.431 -6.747 2.232  0.090
H: 2.137 -5.163 4.014  0.098
H: 2.231 -2.773 3.591  0.079
C: -4.209 -0.661 -4.220  -0.082
C: -4.108 0.668 -3.833  -0.079
C: -3.128 1.055 -2.934  -0.096
C: -2.244 0.110 -2.422  -0.365
C: -2.348 -1.220 -2.808  -0.111
C: -3.332 -1.605 -3.710  -0.079
As: -0.855 0.589 -1.175  1.311
C: 0.242 1.846 -2.177  -0.352
C: 0.076 3.220 -2.295  -0.093
C: 0.954 3.970 -3.066  -0.079
C: 2.003 3.358 -3.734  -0.080
C: 2.175 1.986 -3.625  -0.077
C: 1.304 1.242 -2.848  -0.129
C: -1.814 1.484 0.253  -0.359
C: -2.289 2.790 0.272  -0.102
C: -2.959 3.277 1.385  -0.079
C: -3.173 2.465 2.488  -0.078
C: -2.717 1.155 2.473  -0.071
C: -2.041 0.672 1.363  -0.124
H: -4.976 -0.961 -4.922  0.105
H: -4.795 1.403 -4.231  0.105
H: -3.052 2.093 -2.632  0.099
H: -1.663 -1.957 -2.404  0.090
H: -3.411 -2.642 -4.010  0.106
H: -0.728 3.741 -1.797  0.076
H: 0.812 5.040 -3.140  0.105
H: 2.686 3.948 -4.332  0.105
H: 2.994 1.494 -4.133  0.107
H: 1.466 0.172 -2.752  0.085
H: -2.166 3.455 -0.571  0.076
H: -3.315 4.299 1.383  0.105
H: -3.692 2.852 3.355  0.105
H: -2.872 0.509 3.326  0.109
H: -1.663 -0.345 1.382  0.082

Atoms 1-6, force components in eV/Å:
Cu -0.42 0.31 -0.33
C 0.02 -0.06 0.06
Si -0.01 -0.08 0.08
C 0.10 0.03 -0.18
C -0.14 0.15 -0.01
N 0.18 -0.18 0.23

Gap between HOMO and LUMO   7.19 eV
Calculated total energy   -143316.917 eV
Charge   0
HOMO   -0.2471 Ha
LUMO   0.47 eV